No. 1
Formula: C37H77F7NO14P
Source: the Open Molecules 2025 dataset
Level of theory: the ωB97M-V functional and the def2-TZVPD basis

Element x y z (Å)
C -1.01449 2.80666 1.40229
C 0.42549 2.51475 0.94711
C 1.18754 3.85427 0.84385
C 1.20776 1.63391 1.92008
C 0.72544 0.19977 2.12468
C 0.53530 -0.74819 0.93059
C 1.77323 -1.23036 0.11511
C 2.95671 -0.28938 -0.08191
C 2.80122 0.83079 -1.11985
C 1.88723 0.51326 -2.29091
C 2.38251 -0.64365 -3.14326
N 1.54237 -0.71622 -4.34960
C 0.00368 -2.08878 1.60713
C -1.21387 -2.55878 0.75664
P -0.84532 -4.32308 0.08717
O -0.36382 -5.16890 1.39965
O 0.50389 -3.99075 -0.79322
C -2.54424 -2.68136 1.51898
F -3.41292 -3.57523 0.97755
F -2.20300 -3.17780 2.75404
C -3.31316 -1.36638 1.79860
F -2.47160 -0.42579 2.30195
F -4.20898 -1.65497 2.78241
C -4.13917 -0.78561 0.59196
F -5.45827 -0.90372 0.85362
F -3.86167 0.52018 0.42359
F -3.88167 -1.43756 -0.55018
O -1.17845 -1.75862 -0.38463
C -0.65199 -0.51965 0.00018
O -1.17951 0.47352 -0.39179
H -1.67013 2.78330 0.54262
H -1.35974 2.06476 2.11417
H -1.04313 3.79263 1.84805
H 0.47245 2.09225 -0.04866
H 1.02114 4.39817 1.76756
H 2.25268 3.65553 0.75068
H 0.87258 4.40423 -0.03480
H 2.25742 1.69778 1.65674
H 1.13926 2.12447 2.89345
H 1.42746 -0.30285 2.78563
H -0.21211 0.24181 2.66771
H 1.39548 -1.57429 -0.84095
H 2.18599 -2.11788 0.58475
H 3.77329 -0.92047 -0.42884
H 3.28640 0.07334 0.88472
H 2.55085 1.77353 -0.64641
H 3.78853 0.99850 -1.54589
H 0.85469 0.33217 -2.00707
H 1.88083 1.38398 -2.94413
H 2.27571 -1.59920 -2.63610
H 3.42853 -0.50976 -3.41571
H 2.01966 -1.17823 -5.10873
H 1.28703 0.20871 -4.65686
H -0.19299 -1.95574 2.66247
H 0.72426 -2.90347 1.59210
H -0.17257 -4.63910 2.18450
H 1.14655 -3.55519 -0.21272
C 8.58914 -3.19420 -4.56731
O 8.01964 -3.96024 -3.52193
C 7.54614 -3.17216 -2.44290
C 6.04204 -3.02657 -2.47809
O 5.61589 -2.25406 -3.58765
C 5.08216 -3.04376 -4.64145
H 8.77017 -3.86495 -5.40512
H 7.91799 -2.39535 -4.89242
H 9.54448 -2.76123 -4.25155
H 8.02200 -2.18710 -2.44331
H 7.82975 -3.68470 -1.51788
H 5.71931 -2.49986 -1.57244
H 5.56479 -4.01099 -2.48521
H 4.11347 -3.46803 -4.35978
H 5.76429 -3.84974 -4.92285
H 4.93760 -2.38913 -5.49999
C 1.87887 -6.88533 -4.45223
O 0.68327 -6.13448 -4.51590
C 0.73417 -4.93435 -3.75305
C 0.94420 -3.72141 -4.62976
O 2.24024 -3.71511 -5.22306
C 2.23399 -4.11089 -6.58114
H 1.80432 -7.68781 -5.18459
H 2.75356 -6.27261 -4.68787
H 2.00379 -7.32883 -3.45799
H 1.51315 -4.99134 -2.98977
H -0.22725 -4.83344 -3.24376
H 0.86950 -2.82035 -4.01270
H 0.16732 -3.66890 -5.39753
H 1.76574 -3.34172 -7.20531
H 1.71000 -5.05957 -6.72067
H 3.27021 -4.23109 -6.89525
C -3.29704 8.96748 2.29421
O -3.13489 8.63170 3.66025
C -3.07217 7.23359 3.88983
C -1.65330 6.77294 4.12939
O -0.85385 6.88315 2.96422
C 0.01517 8.00050 2.97406
H -3.17128 10.04484 2.20346
H -2.55351 8.47024 1.66624
H -4.30146 8.70111 1.94848
H -3.51405 6.68189 3.05509
H -3.66584 7.02539 4.78565
H -1.66604 5.71127 4.39980
H -1.20728 7.32996 4.95907
H 0.81406 7.86121 3.71098
H -0.52252 8.92653 3.19157
H 0.46381 8.07634 1.98516
C -7.34834 -2.29159 -0.92374
O -8.53556 -2.69349 -1.58434
C -9.14075 -1.64984 -2.32875
C -8.86184 -1.78780 -3.80782
O -7.49044 -1.57614 -4.10178
C -6.77439 -2.77537 -4.33428
H -6.87522 -3.18635 -0.52177
H -6.65290 -1.80278 -1.61052
H -7.58126 -1.61592 -0.09705
H -8.80539 -0.67204 -1.97047
H -10.22116 -1.71830 -2.16463
H -9.43096 -1.02409 -4.34782
H -9.18876 -2.76899 -4.16417
H -7.07517 -3.22532 -5.28671
H -6.92508 -3.49687 -3.52764
H -5.71714 -2.52193 -4.38732
C -0.64260 2.44011 6.41761
O 0.63671 2.86613 5.98526
C 0.86199 4.25412 6.18502
C 1.74447 4.51162 7.38403
O 1.09290 4.16692 8.59592
C 1.52975 2.93347 9.13593
H -0.65915 1.35223 6.37587
H -0.84734 2.75753 7.44296
H -1.42302 2.82831 5.75351
H -0.08678 4.78899 6.28670
H 1.36633 4.62912 5.28797
H 1.97083 5.58163 7.43120
H 2.68918 3.96962 7.28265
H 2.55103 3.02165 9.52166
H 1.48944 2.13228 8.39365
H 0.86650 2.68293 9.96178

Orbital gap: 0.3358 Eh
E_tot: -3604.3272 Eh
HOMO level: -8.898 eV
SMILES string: CC(C)CC[C@@]1(CCCCCN)C[C@@](P(O)O)(C(F)(F)C(F)(F)C(F)(F)F)OC1=O.COCCOC.COCCOC.COCCOC.COCCOC.COCCOC
Charge: 0

No. 2
Formula: C7H13N2O
Source: the Open Molecules 2025 dataset
Level of theory: the ωB97M-V functional and the def2-TZVPD basis

Element x y z (Å)
C 1.91134 0.47436 -0.35431
C 2.79615 -0.42542 0.24470
C 0.72624 -1.08806 0.58985
C 4.31972 -0.53239 0.26531
C -2.32100 0.99976 0.68477
C -4.01879 0.34425 -1.10212
C -2.61923 0.42367 -0.62437
N 2.03355 -1.34513 0.89082
N 0.66203 -0.00422 -0.18122
O -1.66446 0.10217 -1.40745
H 2.09982 1.22619 -1.03969
H 4.70515 -1.40892 0.69910
H 4.66621 -0.48050 -0.89422
H 4.68800 0.27703 0.84215
H -3.10317 0.67974 1.50630
H -1.33020 0.83142 1.07106
H -2.51008 2.06628 0.51951
H -4.30318 0.31362 -2.21145
H -4.49272 1.23554 -0.90752
H -4.44638 -0.44422 -0.53936
H 2.40511 -2.21355 1.32425
H -0.19184 0.49825 -0.55061
H -0.01227 -1.52985 1.17448

Orbital gap: 0.3919 Eh
E_tot: -459.0190 Eh
Energy relative to the best compared isomer or geometry (same formula, charge and spin): 34.4 kcal per mole
HOMO level: -13.438 eV
Charge: +1

No. 3
Formula: C22H45BF9N3O8S
Source: the Open Molecules 2025 dataset
Level of theory: the ωB97M-V functional and the def2-TZVPD basis

Element x y z (Å)
C -3.81552 -2.98940 -2.58927
C -2.51719 -2.79041 -1.63918
O -1.51394 -3.77459 -2.07456
B -0.45152 -3.07911 -2.77717
O 0.90349 -3.37413 -2.37529
N -0.86876 -2.14485 -3.87215
C -0.80490 -2.77097 -5.23296
C -2.08096 -2.32138 -6.11908
C -1.93418 -0.86728 -6.78026
C -3.31072 -0.05202 -6.92871
C -4.14327 0.10283 -5.57731
O -3.42209 0.84436 -4.55533
C -4.19552 1.91910 -4.03603
C -5.00063 1.83593 -2.64614
O -4.22127 3.00059 -4.68617
C -0.18955 -0.84221 -3.80633
O -0.81529 0.09303 -3.23164
O 1.07632 -0.67865 -4.41881
C 1.82925 0.42881 -3.84629
C 2.45130 -0.07314 -2.45423
C 2.34983 1.03282 -1.26265
F 0.98772 1.48690 -1.30996
F 3.28708 2.03905 -1.59624
C 2.64979 0.24831 0.10078
F 3.61542 -0.77947 -0.12866
F 1.44692 -0.46113 0.41711
S 3.05724 1.30611 1.59144
F 3.85292 -0.03583 2.25651
F 4.53222 1.78469 0.99273
F 2.25241 2.63770 1.01400
F 1.64240 0.79955 2.36118
F 3.39488 2.18298 2.97488
H -3.73236 -3.96651 -3.19663
H -3.91366 -2.13191 -3.35629
H -4.77365 -3.10826 -1.95931
H -2.87221 -3.07123 -0.58118
H -2.10439 -1.72893 -1.64988
H 1.01357 -2.89559 -1.51435
H 0.18148 -2.62689 -5.78378
H -0.93350 -3.90905 -5.07224
H -3.07564 -2.45734 -5.55170
H -2.13639 -3.07887 -6.99093
H -1.53505 -1.03415 -7.84988
H -1.18478 -0.17743 -6.26893
H -3.04487 1.00007 -7.32392
H -3.92423 -0.58348 -7.75005
H -5.10141 0.69097 -5.83453
H -4.50137 -0.90145 -5.13262
H -5.33605 0.76838 -2.41732
H -5.95295 2.46159 -2.75727
H -4.39935 2.24651 -1.76205
H 1.25912 1.41159 -3.79584
H 2.70794 0.61107 -4.57181
H 3.58570 -0.19630 -2.63199
H 2.07684 -1.09192 -2.11540
C 2.98441 3.01305 5.93453
O 3.04048 3.62358 7.21330
C 4.35905 3.87565 7.68916
C 5.00319 5.15914 7.12767
C 5.49864 5.01671 5.69069
N 4.08523 6.30275 7.20274
H 3.81018 2.31422 5.77448
H 2.97167 3.77560 5.15388
H 2.04455 2.46108 5.86747
H 4.26040 3.99473 8.77290
H 5.00045 2.99978 7.53179
H 5.87825 5.38230 7.74780
H 4.68618 5.04880 4.96159
H 6.17996 5.83534 5.44130
H 6.04254 4.07717 5.55434
H 3.83730 6.45809 8.17857
H 3.20471 6.01275 6.77574
C -0.86624 -2.09940 1.41556
O -2.08656 -2.72016 1.78325
C -1.95934 -3.72159 2.78909
C -1.88842 -3.17175 4.22785
C -0.53133 -2.57166 4.58712
N -2.93217 -2.16910 4.47619
H -0.02229 -2.79454 1.44885
H -0.67809 -1.23653 2.05647
H -0.97274 -1.73063 0.39299
H -2.86270 -4.33440 2.70680
H -1.11470 -4.38552 2.56827
H -2.05613 -4.01471 4.90699
H -0.38144 -1.58164 4.15086
H -0.44245 -2.45632 5.67117
H 0.28499 -3.21899 4.25281
H -3.84242 -2.60411 4.33417
H -2.87625 -1.48100 3.72442

Orbital gap: 0.2803 Eh
E_tot: -2953.0987 Eh
HOMO level: -9.188 eV
SMILES string: CCOB(O)N(CCCCCOC(C)=O)C(=O)OCCC(F)(F)C(F)(F)S(F)(F)(F)(F)F.COC[C@@H](C)N.COC[C@@H](C)N
Charge: 0

No. 4
Formula: C4H12FO2S2
Source: the Open Molecules 2025 dataset
Level of theory: the ωB97M-V functional and the def2-TZVPD basis

Element x y z (Å)
F -3.61114 16.25009 -29.53595
C -7.88854 17.77119 -32.93292
S -7.35908 17.18701 -31.32111
O -8.36136 16.16777 -30.90769
C -5.88912 16.34705 -31.87553
H -7.99959 16.97739 -33.67110
H -7.18803 18.54163 -33.26367
H -8.86195 18.25630 -32.83904
H -6.02713 15.73542 -32.76757
H -5.63841 15.68222 -31.04167
H -5.01812 16.99355 -31.94787
C -3.58116 19.45961 -30.52626
S -2.98195 19.05350 -32.16124
O -2.86043 20.30471 -32.97211
C -1.29896 18.65900 -31.62672
H -4.59683 19.83391 -30.64377
H -2.94632 20.24801 -30.10970
H -3.52286 18.58934 -29.85779
H -0.86719 17.88119 -32.25125
H -1.32405 18.26530 -30.61079
H -0.77127 19.61047 -31.67820

Orbital gap: 0.2779 Eh
E_tot: -1206.2964 Eh
Energy relative to the best compared isomer or geometry (same formula, charge and spin): 0.0 kcal per mole
HOMO level: -4.406 eV
Charge: -1

No. 5
Formula: C5H14N5
Source: the Open Molecules 2025 dataset
Level of theory: the ωB97M-V functional and the def2-TZVPD basis

Element x y z (Å)
C 1.60571 0.88567 -0.35719
C 0.60902 -1.09655 1.08956
C -0.16853 -0.38455 -0.06371
C -1.95812 1.45103 -0.09796
C -1.48953 0.15233 0.54692
N 2.34426 0.41092 0.50496
N 2.00208 -0.66990 1.15264
N 1.44253 2.02216 -1.03708
N 2.60496 -0.99689 2.35174
N -0.44622 -0.89622 -1.41233
H 0.01387 -1.03446 2.00324
H 0.62076 -2.20178 0.90945
H -1.40700 2.18284 0.39488
H -3.04712 1.52970 -0.04368
H -1.77922 1.52013 -1.20193
H -2.21099 -0.72993 0.55389
H -1.42922 0.47006 1.59446
H 1.41605 1.96204 -2.06102
H 1.69714 2.89188 -0.58730
H 3.46431 -0.62647 2.40253
H 1.98689 -0.54481 3.15997
H -1.17513 -1.63857 -1.36646
H 0.38874 -1.18472 -1.84960
H -0.97283 -0.12516 -1.83369

Orbital gap: 0.2982 Eh
E_tot: -472.2644 Eh
Energy relative to the best compared isomer or geometry (same formula, charge and spin): 102.9 kcal per mole
HOMO level: -11.467 eV
Charge: +1

Question: Look up the charge of the third one.
Answer: 0